Formula: C38H82O15Si
Source: the Open Molecules 2025 dataset
Level of theory: ωB97M-V/def2-TZVPD

The geometry in XYZ format:
```
136
C38H82O15Si ωB97M-V/def2-TZVPD
C -1.09 5.48 7.75
C -2.63 5.23 7.81
C -3.13 3.96 7.31
C -4.53 3.60 7.35
C -5.47 4.57 7.92
C -4.98 5.85 8.39
C -3.55 6.21 8.35
C -3.14 7.60 8.89
Si -2.36 8.76 7.56
H -0.80 6.20 8.56
H -0.48 4.54 7.77
H -0.90 6.04 6.79
H -2.42 3.21 6.87
H -4.87 2.61 6.96
H -6.56 4.34 8.00
H -5.70 6.57 8.83
H -4.09 8.12 9.21
H -2.51 7.53 9.82
H -2.83 8.25 6.25
H -0.90 8.48 7.60
H -2.67 10.17 7.77
C 0.11 5.31 3.13
O 0.17 3.90 3.25
C -0.68 3.41 4.29
C -1.10 1.98 4.00
O -2.15 1.88 3.05
C -1.79 2.12 1.69
C -0.98 1.00 1.07
O 0.38 1.09 1.47
C 1.06 -0.15 1.36
H 0.46 5.79 4.06
H 0.77 5.60 2.31
H -0.90 5.63 2.90
H -1.57 4.04 4.38
H -0.11 3.45 5.22
H -1.51 1.56 4.93
H -0.25 1.36 3.73
H -1.30 3.09 1.58
H -2.74 2.19 1.15
H -1.01 1.09 -0.03
H -1.40 0.03 1.37
H 0.58 -0.89 2.01
H 2.08 0.00 1.69
H 1.06 -0.49 0.32
C 5.53 -0.41 -5.73
O 4.67 0.51 -5.08
C 3.73 1.08 -5.98
C 2.48 1.53 -5.24
O 1.59 0.46 -4.93
C 2.00 -0.42 -3.89
C 1.90 0.20 -2.51
O 3.00 1.06 -2.26
C 2.72 2.03 -1.27
H 6.12 0.09 -6.50
H 6.20 -0.82 -4.98
H 4.96 -1.23 -6.16
H 3.45 0.37 -6.76
H 4.20 1.95 -6.45
H 1.92 2.20 -5.90
H 2.73 2.10 -4.34
H 3.00 -0.82 -4.08
H 1.31 -1.26 -3.93
H 1.91 -0.59 -1.75
H 0.96 0.76 -2.43
H 1.88 2.66 -1.58
H 3.60 2.65 -1.14
H 2.48 1.54 -0.31
C -3.96 -3.47 -4.24
O -4.34 -2.13 -4.05
C -4.38 -1.77 -2.67
C -4.16 -0.27 -2.51
O -2.79 0.11 -2.61
C -2.22 0.09 -3.92
C -2.71 1.23 -4.80
O -4.00 0.94 -5.33
C -4.71 2.10 -5.70
H -4.69 -4.15 -3.76
H -3.94 -3.67 -5.31
H -2.96 -3.65 -3.83
H -3.61 -2.31 -2.11
H -5.37 -2.04 -2.28
H -4.45 0.00 -1.49
H -4.78 0.31 -3.19
H -2.36 -0.88 -4.40
H -1.15 0.23 -3.78
H -2.03 1.36 -5.65
H -2.74 2.16 -4.21
H -4.86 2.75 -4.83
H -5.69 1.80 -6.08
H -4.17 2.64 -6.49
C -5.84 -9.78 -2.71
O -5.27 -8.92 -1.74
C -4.44 -7.93 -2.33
C -4.36 -6.70 -1.43
O -5.51 -5.85 -1.55
C -6.70 -6.33 -0.93
C -6.67 -6.26 0.58
O -5.93 -7.36 1.12
C -5.44 -7.09 2.41
H -5.06 -10.32 -3.25
H -6.48 -10.49 -2.19
H -6.46 -9.21 -3.42
H -4.81 -7.63 -3.31
H -3.44 -8.36 -2.44
H -3.52 -6.09 -1.77
H -4.17 -6.96 -0.39
H -6.95 -7.33 -1.29
H -7.49 -5.66 -1.28
H -7.69 -6.33 0.98
H -6.22 -5.31 0.90
H -4.76 -6.23 2.39
H -4.87 -7.96 2.75
H -6.26 -6.91 3.11
C 12.32 0.36 -0.18
O 11.06 0.28 -0.82
C 11.16 -0.29 -2.12
C 9.84 -0.93 -2.53
O 9.64 -2.22 -1.94
C 9.31 -2.23 -0.56
C 7.90 -1.77 -0.26
O 7.83 -0.35 -0.28
C 6.52 0.12 -0.53
H 13.00 1.00 -0.73
H 12.16 0.78 0.82
H 12.75 -0.64 -0.06
H 11.96 -1.04 -2.16
H 11.40 0.52 -2.82
H 9.88 -1.11 -3.60
H 9.00 -0.27 -2.34
H 10.05 -1.69 0.03
H 9.39 -3.28 -0.26
H 7.60 -2.10 0.74
H 7.21 -2.20 -1.01
H 6.17 -0.23 -1.51
H 6.54 1.21 -0.55
H 5.84 -0.21 0.26
```

Output
DFT total energy = -2914.81087 Eh
SMILES = Cc1ccccc1C[SiH3].COCCOCCOC.COCCOCCOC.COCCOCCOC.COCCOCCOC.COCCOCCOC


Formula: C38H84BBrClN4O2
Source: the Open Molecules 2025 dataset
Level of theory: ωB97M-V/def2-TZVPD

The geometry in XYZ format:
```
131
C38H84BBrClN4O2 ωB97M-V/def2-TZVPD
C 2.32 2.15 2.65
C 3.58 2.65 1.93
C 4.66 1.57 1.66
C 5.08 1.45 0.19
C 3.93 1.21 -0.80
C 3.77 -0.23 -1.29
C 3.62 -1.27 -0.15
C 4.82 -2.19 0.07
C 4.58 -3.55 0.76
C 3.40 -4.42 0.27
C 2.51 -5.01 1.39
C 1.95 -4.01 2.41
C 1.09 -2.91 1.77
C -0.33 -2.75 2.32
N -1.33 -2.33 1.26
C -0.80 -1.14 0.51
C -1.83 -0.63 -0.47
C -3.21 -0.40 0.21
C -3.27 0.43 1.51
C -4.38 -0.07 2.44
Br -5.11 1.33 3.53
C -1.33 0.72 -1.12
C -0.52 0.50 -2.40
C -0.56 1.62 -0.14
C -0.22 3.01 -0.69
N -1.97 -1.67 -1.51
C -1.76 -3.10 -1.16
C -0.48 -3.68 -1.79
B -0.06 -2.91 -3.11
O -0.91 -2.91 -4.18
O 1.18 -2.32 -3.24
C -1.93 -3.40 0.34
Cl -1.37 -5.02 0.77
H 2.22 2.58 3.65
H 2.34 1.06 2.78
H 1.41 2.41 2.11
H 4.03 3.45 2.52
H 3.30 3.12 0.99
H 5.55 1.81 2.25
H 4.30 0.60 2.04
H 5.61 2.37 -0.07
H 5.82 0.65 0.09
H 2.98 1.51 -0.35
H 4.07 1.85 -1.68
H 2.89 -0.26 -1.94
H 4.62 -0.51 -1.93
H 2.73 -1.88 -0.34
H 3.41 -0.71 0.77
H 5.33 -2.34 -0.89
H 5.54 -1.67 0.71
H 4.49 -3.39 1.84
H 5.50 -4.12 0.63
H 3.80 -5.28 -0.28
H 2.80 -3.88 -0.47
H 3.10 -5.75 1.94
H 1.67 -5.55 0.92
H 1.36 -4.56 3.16
H 2.76 -3.55 2.96
H 1.05 -3.08 0.69
H 1.59 -1.95 1.90
H -0.72 -3.62 2.84
H -0.35 -1.92 3.03
H -2.13 -1.97 1.78
H -0.52 -0.41 1.26
H 0.10 -1.45 -0.02
H -3.66 -1.38 0.41
H -3.86 0.07 -0.54
H -3.46 1.48 1.29
H -2.31 0.41 2.05
H -4.02 -0.83 3.15
H -5.21 -0.50 1.88
H -2.25 1.25 -1.39
H -1.09 -0.02 -3.16
H 0.40 -0.05 -2.21
H -0.23 1.47 -2.81
H 0.38 1.14 0.16
H -1.15 1.76 0.78
H -1.10 3.48 -1.13
H 0.55 2.96 -1.46
H 0.17 3.64 0.10
H -2.89 -1.58 -1.92
H -2.59 -3.65 -1.61
H 0.36 -3.75 -1.09
H -0.70 -4.71 -2.09
H -0.47 -2.75 -5.03
H 1.61 -2.18 -2.38
H -2.99 -3.42 0.59
C -3.71 6.54 8.98
C -4.66 6.12 7.87
N -4.23 4.92 7.18
C -4.93 4.68 5.93
C -6.44 4.39 5.99
C -4.01 3.75 8.02
C -5.17 3.27 8.90
H -2.69 6.61 8.60
H -4.00 7.51 9.37
H -3.72 5.84 9.81
H -4.70 6.91 7.12
H -5.68 6.04 8.28
H -4.43 3.85 5.42
H -4.77 5.55 5.30
H -6.66 3.40 6.39
H -6.86 4.44 4.98
H -6.97 5.13 6.60
H -3.16 3.97 8.68
H -3.68 2.94 7.37
H -5.64 4.09 9.44
H -4.80 2.56 9.64
H -5.95 2.76 8.32
C 2.32 -1.38 -6.23
C 2.36 -0.57 -7.51
N 2.30 -1.40 -8.70
C 2.64 -0.70 -9.93
C 1.72 0.44 -10.38
C 1.17 -2.31 -8.78
C -0.24 -1.71 -8.68
H 3.08 -2.16 -6.24
H 2.49 -0.74 -5.37
H 1.35 -1.86 -6.08
H 3.30 -0.02 -7.56
H 1.56 0.18 -7.48
H 2.72 -1.44 -10.72
H 3.65 -0.29 -9.79
H 0.77 0.07 -10.77
H 2.21 1.00 -11.18
H 1.51 1.14 -9.57
H 1.28 -3.05 -7.98
H 1.26 -2.87 -9.71
H -0.32 -1.01 -7.85
H -0.97 -2.51 -8.51
H -0.54 -1.19 -9.59
```

Output
DFT total energy = -4926.68260 Eh
Charge = +1


Formula: C38H84N3O21P4
Source: the Open Molecules 2025 dataset
Level of theory: ωB97M-V/def2-TZVPD

The geometry in XYZ format:
```
150
C38H84N3O21P4 ωB97M-V/def2-TZVPD
C -1.85 -5.66 -0.19
C -2.96 -4.85 -0.81
O -3.83 -4.32 -0.17
O -2.91 -4.80 -2.17
C -2.90 -3.46 -2.68
C -1.73 -2.62 -2.14
C -1.00 -1.82 -3.23
C -0.22 -0.60 -2.71
C 0.55 -0.84 -1.41
N -0.27 -0.80 -0.20
C 0.04 -1.51 0.84
N -0.65 -1.56 2.00
C 0.23 -2.25 2.99
C 1.58 -2.11 2.30
C 2.40 -0.84 2.58
C 1.63 0.37 3.06
O 1.79 0.80 4.15
O 0.71 1.05 2.22
C 1.28 1.85 1.25
C 0.75 3.25 1.17
O 2.15 1.45 0.53
N 1.17 -2.34 0.88
H -0.96 -5.54 -0.81
H -1.65 -5.31 0.82
H -2.11 -6.72 -0.20
H -3.83 -2.99 -2.35
H -2.93 -3.47 -3.77
H -2.15 -1.89 -1.45
H -1.01 -3.24 -1.61
H -0.34 -2.44 -3.84
H -1.77 -1.46 -3.92
H 0.55 -0.38 -3.45
H -0.83 0.31 -2.67
H 1.33 -0.09 -1.35
H 1.06 -1.80 -1.51
H -1.11 -0.24 -0.14
H -1.05 -0.69 2.33
H 0.19 -1.87 4.01
H -0.03 -3.31 3.06
H 2.31 -2.91 2.49
H 3.11 -1.07 3.37
H 3.00 -0.62 1.70
H -0.11 3.30 0.50
H 0.50 3.60 2.17
H 1.54 3.84 0.73
H 0.81 -3.30 0.89
O 6.02 -3.17 0.79
P 6.76 -2.56 -0.33
O 5.72 -2.10 -1.47
C 4.80 -1.05 -1.20
C 5.45 0.32 -1.19
O 7.42 -3.83 -1.10
C 7.45 -5.14 -0.52
C 6.29 -5.98 -1.00
O 7.97 -1.58 -0.68
C 9.08 -1.43 0.24
C 9.94 -2.67 0.34
H 4.29 -1.24 -0.25
H 4.05 -1.08 -1.99
H 6.13 0.43 -0.34
H 4.69 1.10 -1.11
H 6.03 0.49 -2.09
H 7.47 -5.08 0.57
H 8.39 -5.59 -0.82
H 5.35 -5.43 -0.91
H 6.21 -6.90 -0.42
H 6.42 -6.24 -2.05
H 8.69 -1.15 1.23
H 9.66 -0.59 -0.13
H 9.43 -3.47 0.86
H 10.86 -2.44 0.89
H 10.20 -3.04 -0.65
O 2.58 0.23 -6.34
P 3.73 -0.48 -6.91
O 3.93 -0.12 -8.45
C 4.27 1.22 -8.84
C 5.71 1.57 -8.54
O 3.25 -2.02 -7.07
C 2.04 -2.48 -6.49
C 0.90 -2.45 -7.49
O 5.24 -0.84 -6.51
C 5.55 -0.96 -5.10
C 4.90 -2.17 -4.47
H 3.58 1.92 -8.36
H 4.09 1.27 -9.91
H 5.89 1.62 -7.46
H 5.96 2.54 -8.97
H 6.38 0.82 -8.95
H 1.79 -1.90 -5.60
H 2.22 -3.51 -6.16
H 0.85 -1.49 -8.00
H -0.06 -2.64 -7.00
H 1.05 -3.22 -8.25
H 5.24 -0.05 -4.59
H 6.63 -1.03 -5.03
H 3.82 -2.04 -4.38
H 5.29 -2.33 -3.46
H 5.08 -3.06 -5.07
O -6.96 -0.96 4.22
P -6.58 -0.48 2.89
O -5.75 0.90 3.01
C -4.50 0.92 3.68
C -3.42 0.22 2.88
O -7.94 0.09 2.22
C -9.22 -0.17 2.81
C -9.66 0.97 3.70
O -5.95 -0.95 1.49
C -6.12 -2.29 0.97
C -7.54 -2.59 0.55
H -4.59 0.46 4.67
H -4.25 1.97 3.83
H -3.60 -0.85 2.82
H -2.45 0.38 3.36
H -3.38 0.60 1.86
H -9.21 -1.11 3.36
H -9.92 -0.29 1.98
H -8.87 1.26 4.39
H -10.54 0.69 4.28
H -9.91 1.85 3.10
H -5.78 -3.02 1.71
H -5.45 -2.36 0.12
H -8.20 -2.69 1.41
H -7.58 -3.52 -0.01
H -7.94 -1.78 -0.07
O -2.89 5.23 4.50
P -3.53 6.50 4.86
O -3.49 6.74 6.44
C -2.22 6.92 7.10
C -1.61 8.29 6.83
O -5.12 6.25 4.68
C -5.62 5.06 4.06
C -5.98 4.01 5.09
O -3.59 8.02 4.37
C -3.38 8.33 2.97
C -4.51 7.87 2.08
H -1.54 6.13 6.80
H -2.42 6.81 8.16
H -1.31 8.39 5.79
H -0.73 8.43 7.45
H -2.33 9.08 7.05
H -4.89 4.68 3.34
H -6.51 5.35 3.50
H -5.19 3.87 5.83
H -6.19 3.06 4.60
H -6.87 4.31 5.64
H -2.43 7.91 2.64
H -3.28 9.42 2.92
H -4.52 6.78 1.98
H -4.40 8.29 1.08
H -5.47 8.17 2.49
```

Output
DFT total energy = -4608.15984 Eh
Energy above the lowest of the compared OMol25 structures with the same formula, charge and spin = 0.000 eV
Charge = +1


Which of these has the lowest DFT total energy?
C38H84BBrClN4O2


Which formula does entry 1 have?
C38H82O15Si